[1]
# C26H50Cl2N3O5SiSm

A structure of composition C26H50Cl2N3O5SiSm in a non-equilibrium geometry (the ωB97M-V functional and the def2-TZVPD basis, the OMol25 dataset).

Last column: Mulliken spin population.
CARTESIAN COORDINATES (ANGSTROEM)
Si 3.569 1.400 -1.941  0.00
H 2.478 -0.185 4.115  0.00
C -3.801 3.411 -3.872  0.00
Cl 1.523 0.849 -1.349  0.00
H 1.421 2.700 4.151  0.00
O -1.152 1.288 -1.319  0.00
H 0.987 -1.052 3.787  0.00
O -0.734 -1.898 1.340  0.00
H -5.260 -1.243 0.114  0.00
C 3.986 0.322 -3.397  0.00
H 0.312 -0.885 -3.928  0.00
H -1.775 -3.951 1.479  0.00
H -1.467 2.793 0.021  0.00
H -2.701 -4.433 2.932  0.00
C -3.554 2.835 -2.515  0.00
H 1.575 2.979 2.383  0.00
H 4.206 0.575 0.352  0.00
H -1.054 -0.338 -4.967  0.00
C 4.678 1.132 -0.465  0.00
H 5.041 -4.742 0.947  0.00
N 4.547 -2.939 1.914  0.00
C 5.875 -2.351 1.983  0.00
H 6.505 -2.726 1.165  0.00
H 2.856 2.122 3.246  0.00
C -1.243 -1.800 -2.048  0.00
C 1.399 -0.072 4.014  0.00
C -3.295 1.807 1.487  0.00
H -4.533 1.615 3.262  0.00
H -3.478 -2.061 -3.137  0.00
O 1.483 0.456 1.644  -0.02
H -3.186 -1.033 4.121  0.00
C -1.974 2.077 -0.665  0.00
Sm 1.325 -1.315 0.289  5.04
H -4.395 2.292 -2.067  0.00
H 2.976 3.822 -1.882  0.00
H -0.794 4.314 -1.617  0.00
C -3.040 1.354 0.188  0.00
C -1.616 -1.529 2.163  0.00
H 0.008 1.105 2.945  0.00
C 3.467 -2.181 2.001  0.00
H -4.698 2.944 -4.302  0.00
H 4.601 3.586 -2.567  0.00
H 3.377 -4.626 1.594  0.00
C -2.639 -3.722 2.105  0.00
H -0.550 0.640 -3.550  0.00
H 5.016 2.096 -0.067  0.00
C -2.988 -1.219 -3.637  0.00
H 3.180 3.217 -3.545  0.00
C -0.662 -0.380 -3.943  0.00
H -0.412 3.036 -2.771  0.00
H -2.972 -1.384 -4.722  0.00
H -3.393 -2.781 4.496  0.00
H -3.559 -3.825 1.518  0.00
O -0.074 -1.812 -1.606  0.00
H 6.350 -2.609 2.941  0.00
O 2.277 -2.634 2.016  -0.01
N -2.525 -2.370 2.646  0.00
H 0.989 0.260 4.969  0.00
C -4.726 -0.364 0.485  0.00
H -1.671 -0.484 2.524  0.00
C -1.218 3.708 -2.432  0.00
H -3.983 4.497 -3.836  0.00
H -1.522 4.354 -3.259  0.00
C -3.452 -2.016 3.710  0.00
H 3.104 -0.145 -3.853  0.00
N -1.622 -1.129 -3.146  0.00
H 4.771 -4.877 2.692  0.00
H 5.569 0.576 -0.774  0.00
H -3.298 -0.273 -1.173  0.00
C 1.767 2.270 3.194  0.00
H -2.970 3.250 -4.581  0.00
H -2.663 2.601 1.896  0.00
H 3.631 -1.079 1.974  0.00
C -2.371 2.922 -1.883  0.00
C 3.581 3.173 -2.524  0.00
H 4.674 -0.475 -3.096  0.00
C -4.328 1.245 2.249  0.00
C -3.676 0.198 -0.256  0.00
H 5.792 -1.256 1.908  0.00
Cl 3.214 -2.449 -1.151  0.00
C 1.105 0.925 2.905  0.00
H -2.063 -2.355 -1.559  0.00
H 4.481 0.944 -4.158  0.00
C -5.082 0.192 1.719  0.00
H -5.910 -0.215 2.308  0.00
H -4.479 -1.980 3.319  0.00
C 4.424 -4.389 1.777  0.00
H -3.559 -0.301 -3.433  0.00

Properties
**Multiplicity**: 6
**Orbital gap (alpha / beta)**: 0.2230 / 0.2231 Eh
**Energy above the lowest of the compared OMol25 structures with the same formula, charge and spin**: 27.07 kcal/mol

=====

[2]
# C26H50CoNP3S

A structure of composition C26H50CoNP3S in a non-equilibrium geometry (the ωB97M-V functional and the def2-TZVPD basis, the OMol25 dataset).

Last column: Mulliken spin population.
CARTESIAN COORDINATES (ANGSTROEM)
C -0.818 -3.334 -5.799  0.17
C 0.322 -3.813 -5.137  -0.05
C -1.182 -1.748 -3.972  0.08
C 2.519 0.669 2.061  0.00
C -1.741 4.016 -0.083  0.01
H -2.217 1.713 2.967  0.00
C 2.958 -3.346 0.565  0.00
H 2.433 -4.548 -1.054  0.00
H 2.615 1.339 -3.238  0.00
C 1.641 0.866 -3.409  0.05
C -2.320 -1.648 2.949  0.01
C 2.067 -3.995 -0.192  0.01
C 1.094 -0.610 5.307  0.00
C -1.751 2.553 2.445  0.01
H 1.981 3.515 -1.880  0.00
H 3.249 0.329 -0.996  0.00
H -2.413 -1.648 4.040  0.00
H 2.178 1.149 2.983  0.00
H -0.592 1.989 -0.271  -0.09
H 1.077 3.763 -3.398  0.00
P 1.696 1.375 0.565  0.06
H 1.053 -3.095 4.516  0.00
H -1.994 1.551 -2.960  0.00
H -0.682 -1.533 4.880  0.00
H -1.863 3.919 -1.179  0.00
H -1.129 -3.790 -6.739  0.00
C -0.009 -2.207 -3.307  0.09
H -0.047 -2.919 3.087  0.00
P 0.376 1.679 -2.391  0.02
C -3.118 -2.387 0.803  0.02
H -1.192 2.979 -3.709  0.00
H 1.354 -1.371 6.050  0.00
H 1.705 -0.213 -3.180  -0.02
H -0.700 2.614 2.756  0.00
C 1.776 3.153 1.118  0.00
H -0.928 1.333 -4.381  0.00
Co -0.044 0.539 -0.426  2.61
H 3.253 2.110 -1.230  0.00
S 0.491 -1.664 -1.747  0.66
H -3.762 -3.009 0.182  0.00
C -1.083 1.912 -3.458  0.00
H -3.616 1.633 -0.885  0.00
C -1.355 -0.837 2.333  -0.18
H 4.010 -3.655 0.453  0.00
H -2.291 -1.398 -0.914  -0.01
H 2.399 -0.414 2.109  0.00
H -4.310 2.581 0.468  0.00
H -0.734 4.413 0.141  0.00
C -1.376 -0.677 0.926  0.40
N 0.136 -1.220 4.326  0.00
C -1.556 -2.297 -5.207  -0.03
C 0.990 3.430 -2.347  0.01
C 3.207 1.302 -0.495  0.02
H -1.787 -0.967 -3.497  0.00
H 3.595 0.869 1.994  0.00
H 0.974 -3.973 -0.105  -0.01
H 1.358 0.970 -4.462  0.00
C -3.148 -2.470 2.198  0.00
H 0.922 -4.616 -5.564  0.00
H -2.251 3.473 2.770  0.00
C 0.726 -3.272 -3.912  0.12
P -1.936 2.360 0.655  0.07
H 2.750 -2.610 1.323  0.00
H 0.623 0.238 5.812  0.00
H 0.432 0.269 2.839  -0.04
H -3.820 0.881 0.713  0.00
C -2.256 -1.465 0.183  -0.10
H -0.897 0.559 3.959  0.00
H -2.431 -1.921 -5.736  0.00
H -3.810 -3.178 2.712  0.00
H 1.677 3.857 0.284  0.00
C -0.420 -0.198 3.322  0.07
H -2.530 4.675 0.330  0.01
H 4.085 1.396 0.156  0.00
C -3.585 1.807 0.194  0.00
H 1.589 -2.125 3.078  0.00
H 2.762 3.304 1.583  0.00
H 0.281 4.100 -1.834  0.00
H 2.003 -0.292 4.787  0.00
H 1.604 -3.645 -3.387  0.01
C 0.728 -2.437 3.691  0.00
H 1.005 3.367 1.867  0.00

Properties
**Net charge**: +3
**Multiplicity**: 5
**Orbital gap (alpha / beta)**: 0.2792 / 0.2273 Eh
**Energy above the lowest of the compared OMol25 structures with the same formula, charge and spin**: 0.00 kcal/mol

=====

[3]
# C26H50N3O14P

A cluster of 3 separate species, C26H50N3O14P in total (the ωB97M-V functional and the def2-TZVPD basis, the OMol25 dataset).

Last column: Mulliken charge in e.
CARTESIAN COORDINATES (ANGSTROEM)
C 4.018 0.020 -5.370  0.01
C 0.313 -2.573 -4.224  -0.53
O 1.476 -1.918 -3.742  -0.18
H -0.963 -0.638 -2.380  0.11
O 4.608 -5.969 -3.505  -0.59
H -1.775 5.178 5.016  0.41
O 1.022 3.674 7.402  -0.24
H 2.949 1.902 -3.702  0.09
H 2.687 -4.454 -3.200  0.26
H 4.393 -1.598 -0.597  0.22
H -7.062 2.790 -0.303  0.32
H -4.836 -2.636 1.095  0.42
C -1.879 3.096 4.661  -0.29
C 2.197 4.360 7.764  -0.77
H -1.218 2.415 7.334  0.22
H -2.421 -1.647 -2.324  0.43
H 2.541 4.067 8.764  0.31
H -0.121 5.000 8.503  0.34
C -1.528 -1.410 -2.910  -1.27
C 3.548 -3.814 -3.419  0.26
H -1.740 3.333 3.596  0.46
H 0.530 -3.582 -4.601  0.22
H -4.908 1.615 3.675  0.20
O -5.835 0.091 2.769  -0.49
H 1.178 0.712 -4.214  0.13
C 4.704 -4.768 -3.484  -0.05
H -2.756 0.619 4.831  0.34
H 2.964 4.100 7.038  0.23
H 6.324 -0.374 -3.883  0.51
C -5.505 2.316 1.774  -0.76
O 4.787 0.917 -5.506  -0.54
H 1.004 0.395 -1.627  0.27
C 5.748 -1.274 -3.644  -1.48
H 0.166 3.411 9.259  0.44
N 1.811 -2.188 -6.950  -0.53
H -4.995 3.256 2.031  0.43
C -4.618 -1.756 1.717  -0.65
H -3.977 0.914 2.342  0.03
H 4.239 -2.988 -5.339  0.79
C 0.817 -2.010 -7.647  0.67
C -2.287 -1.846 1.502  -0.81
C -5.804 -0.820 1.683  -0.41
H 6.565 -4.847 -3.686  0.33
H -6.580 2.442 1.956  0.37
C 3.431 -0.555 -4.060  0.55
H -2.951 2.937 4.843  0.16
H -1.450 -1.294 1.078  0.22
H -1.076 -4.580 -3.269  0.37
H 5.709 -0.471 -0.179  0.37
C 2.588 -1.746 -4.601  1.26
H 6.311 -1.893 -2.937  0.30
N 1.980 0.599 -1.812  -0.69
H 2.045 5.446 7.751  0.31
H -1.823 -1.029 -3.892  0.31
C -5.979 2.880 -0.448  -0.82
C -1.346 3.418 7.747  -0.41
N 4.434 -0.940 -3.049  0.87
H -0.148 -2.015 -5.054  0.14
C -1.407 4.266 5.491  -0.61
H -5.847 -0.297 0.725  0.21
O 3.531 -0.691 -6.434  -0.42
C -1.748 0.776 4.429  -0.76
H -5.733 2.600 -1.470  0.22
C 4.698 0.023 -1.973  0.70
H -0.079 -2.820 -2.149  0.20
C 3.319 -3.081 -4.752  -2.34
O 5.906 -4.145 -3.543  -0.36
H 3.652 -3.101 -2.598  0.24
H -6.706 -1.425 1.788  0.41
C -0.037 3.923 8.307  -0.59
O -1.573 -3.753 -3.273  -0.61
O -1.943 4.292 6.804  -0.45
H 5.609 -1.865 -4.550  0.43
H 2.655 -3.707 -5.360  0.69
O -3.456 -1.108 1.233  -0.20
O -0.126 -1.962 -8.315  -0.42
O 4.955 1.169 -2.232  -0.49
H -1.810 0.850 3.336  0.29
C 2.259 -1.200 -6.003  -0.40
P 2.273 0.739 -3.341  -0.14
H -2.331 -2.840 1.040  0.35
H -0.315 4.301 5.507  0.25
O -1.152 1.926 4.983  -0.35
H -2.127 -1.961 2.581  0.31
O -5.274 2.014 0.410  -0.19
H 1.582 -0.342 -5.960  0.66
C -4.976 1.215 2.661  0.13
C 4.698 -0.552 -0.591  -1.37
H -5.691 3.926 -0.287  0.31
H -2.058 3.363 8.573  0.38
H 3.998 0.032 0.005  0.38
C -0.675 -2.661 -3.058  0.63
H -4.457 -2.093 2.750  0.34
H -1.124 -0.076 4.691  0.35

Properties
**Orbital gap**: 0.3418 Eh
**SMILES**: CC(=O)N(C)[C@@]1([PH2]=N)C(=O)O[C@@H](N=C=O)[C@]1(CCC(=O)O)OC[C@@H](C)O.COCCOCCOC.COCCOCCOC